1.
{"formula": "C2H2FP", "method": "the ωB97M-V functional and the def2-TZVPD basis", "total_energy_ev": -14106.3745, "smiles": "FC#CP", "homo_energy_ev": [-9.134, -9.133], "mol_weight_da": 76.01, "species": ["F", "C", "C", "P", "H", "H"], "coordinates": [[-2.8652, -0.1109, 0.2034], [-1.7461, -0.0566, -0.4403], [-0.3164, -0.1986, 0.1060], [1.2080, 0.3351, -0.4168], [2.1935, -0.8595, -0.2065], [1.5262, 0.8905, 0.7541]], "lowdin_charge": [0.0212, -0.1122, -0.4020, 0.6891, -0.0520, -0.1441]}

2.
{"formula": "C5H8O3", "method": "the ωB97M-V functional and the def2-TZVPD basis", "total_energy_ev": -11453.7411, "homo_energy_ev": [-7.453, -7.453], "mol_weight_da": 116.12, "species": ["C", "C", "C", "C", "C", "O", "O", "O", "H", "H", "H", "H", "H", "H", "H", "H"], "coordinates": [[-0.3367, -1.6039, 0.2144], [-1.3746, 0.6904, 0.2013], [-0.1600, -0.1077, 0.2992], [1.0200, 0.5523, -0.5060], [2.2467, 0.0485, -0.7137], [0.5986, 0.4661, 1.3483], [-1.4466, 1.6546, 1.0376], [-2.2810, 0.4685, -0.7332], [-0.3876, 1.4229, 1.6014], [-2.9619, 1.1584, -0.6951], [0.6701, 1.3575, -1.1381], [-0.9026, -1.9564, 1.0800], [-0.8761, -1.8551, -0.6971], [0.6354, -2.0917, 0.2210], [2.8984, 0.5231, -1.4298], [2.6578, -0.7275, -0.0904]], "lowdin_charge": [0.0143, -0.3606, -0.5088, -0.1282, -0.0084, -0.1408, 0.1241, 0.1930, 0.1920, 0.1525, 0.1088, 0.0943, 0.0903, 0.0843, 0.0418, 0.0513]}

3.
{"formula": "C18H58F6O20P", "method": "the ωB97M-V functional and the def2-TZVPD basis", "charge": -1, "total_energy_ev": -86155.1934, "homo_energy_ev": -7.442, "mol_weight_da": 739.60, "species": ["P", "F", "F", "F", "F", "F", "F", "O", "H", "H", "O", "H", "H", "C", "C", "O", "O", "H", "H", "H", "H", "H", "H", "C", "C", "O", "O", "H", "H", "H", "H", "H", "H", "C", "C", "O", "O", "H", "H", "H", "H", "H", "H", "C", "C", "O", "O", "H", "H", "H", "H", "H", "H", "C", "C", "O", "O", "H", "H", "H", "H", "H", "H", "C", "C", "O", "O", "H", "H", "H", "H", "H", "H", "C", "C", "O", "O", "H", "H", "H", "H", "H", "H", "C", "C", "O", "O", "H", "H", "H", "H", "H", "H", "C", "C", "O", "O", "H", "H", "H", "H", "H", "H"], "coordinates": [[-0.0086, -0.0548, -0.7829], [0.6247, 0.9480, -1.8598], [-1.5202, 0.3416, -1.4433], [0.1921, -1.1711, -1.9485], [-0.8065, -1.1838, 0.1208], [1.4436, -0.2686, -0.1246], [-0.3127, 1.0608, 0.2950], [1.2948, -1.4824, 6.8228], [0.9962, -0.8050, 7.5302], [1.5049, -0.9607, 6.0528], [-1.7800, 0.7484, -4.8826], [-1.0310, 0.5805, -4.3054], [-2.1773, 1.5463, -4.5371], [1.5898, -3.6125, 1.4928], [2.8298, -3.4394, 0.6202], [3.9882, -3.9783, 1.1285], [1.7300, -2.7380, 2.6017], [1.6033, -4.6110, 1.8717], [0.6957, -3.3817, 0.8941], [2.9891, -2.3402, 0.5232], [2.6081, -3.7842, -0.3920], [4.3632, -4.6644, 0.5548], [0.8272, -2.5883, 2.9385], [4.4845, 0.3621, 2.1909], [4.1092, -0.1444, 3.6162], [2.7333, -0.3350, 3.7821], [4.1101, 1.6944, 1.9085], [4.0097, -0.3500, 1.4541], [5.5770, 0.3086, 2.0801], [4.4865, 0.6746, 4.2664], [4.6544, -1.0472, 3.8558], [2.5748, -1.1846, 3.2848], [3.1508, 1.7405, 1.6720], [-4.0154, 2.7591, -1.2954], [-5.2630, 1.8854, -1.5776], [-5.2837, 0.5497, -0.9570], [-2.9968, 2.4905, -2.2545], [-3.6568, 2.8554, -0.2864], [-4.2759, 3.8241, -1.4786], [-5.3497, 1.7721, -2.6469], [-6.2080, 2.3227, -1.2435], [-4.6525, -0.0247, -1.4192], [-2.5184, 1.7090, -1.9732], [-3.2034, -1.6911, -2.9150], [-4.4957, -2.0472, -3.6829], [-5.6207, -1.2029, -3.5312], [-3.5915, -1.5633, -1.5413], [-2.8964, -0.6596, -3.2774], [-2.5046, -2.5437, -3.1240], [-4.8028, -3.0383, -3.3280], [-4.3326, -2.0800, -4.7494], [-5.7946, -1.1475, -2.5607], [-2.8672, -1.0026, -1.2334], [-3.0804, -0.0373, 1.8892], [-3.1008, -0.1040, 3.3797], [-4.0624, 0.7477, 3.9578], [-4.3752, 0.0725, 1.3816], [-2.6769, -0.9370, 1.3962], [-2.4424, 0.7488, 1.5186], [-2.0969, 0.0978, 3.7613], [-3.3241, -1.1290, 3.6433], [-4.8494, 0.6573, 3.3783], [-4.4945, 0.4484, 0.4826], [0.8952, 4.2728, -1.7504], [-0.5430, 4.4606, -1.2451], [-1.4666, 4.8667, -2.2715], [1.6010, 3.5677, -0.7254], [1.3984, 5.2219, -1.9774], [0.9500, 3.7193, -2.6904], [-0.6038, 5.2436, -0.5095], [-0.7738, 3.5066, -0.7843], [-1.7873, 4.0228, -2.6358], [1.7527, 2.6759, -1.0136], [-0.1300, -4.2483, -2.2598], [-1.4212, -4.4310, -1.4891], [-2.3428, -4.9992, -2.4122], [0.3252, -5.4554, -2.7816], [0.6146, -3.7619, -1.6900], [-0.4420, -3.5717, -3.0612], [-1.7433, -3.4737, -1.0928], [-1.3168, -5.0994, -0.6413], [-2.8495, -4.3139, -2.8827], [-0.4702, -5.8382, -3.1926], [4.4112, -0.5507, -1.3220], [4.5939, -1.5633, -2.3964], [4.6737, -2.8672, -1.9358], [5.5582, -0.5079, -0.4919], [3.5599, -0.7105, -0.6061], [4.1665, 0.4181, -1.8494], [5.5064, -1.2114, -2.8989], [3.7971, -1.5089, -3.1727], [4.8439, -2.7908, -0.9704], [6.2703, -0.1499, -1.0126], [2.1315, 5.0586, 2.7521], [2.2028, 4.2618, 4.0303], [1.0506, 4.4117, 4.7848], [0.9692, 4.8124, 2.0247], [3.0303, 4.6766, 2.2017], [2.1615, 6.1645, 2.8480], [3.0186, 4.6365, 4.6369], [2.3036, 3.1877, 3.8734], [0.2911, 4.0156, 4.3570], [1.1112, 4.2386, 1.2593]], "lowdin_charge": [0.2323, -0.1427, -0.2149, -0.1464, -0.1631, -0.1305, -0.1170, -0.0972, 0.0820, -0.0077, -0.0443, 0.0271, 0.0188, -0.2025, -0.2817, -0.0363, -0.0767, 0.1124, 0.1138, 0.0986, 0.1166, 0.1045, 0.1124, -0.2522, -0.2560, -0.0843, -0.0770, 0.1006, 0.1151, 0.1219, 0.1116, 0.0658, 0.0995, -0.1951, -0.1429, -0.1026, -0.0921, 0.1199, 0.1291, 0.1126, 0.1199, 0.0363, 0.0396, -0.2032, -0.2441, -0.0638, -0.0809, 0.1186, 0.1046, 0.1142, 0.1195, 0.0879, 0.0450, -0.2732, -0.2590, -0.0675, -0.0836, 0.1058, 0.0984, 0.1226, 0.1069, 0.0867, 0.0332, -0.2117, -0.2234, -0.0827, -0.0850, 0.1174, 0.1162, 0.1134, 0.1012, 0.0497, 0.0495, -0.2765, -0.2313, -0.0752, -0.0489, 0.0844, 0.1097, 0.0980, 0.1218, 0.0636, 0.0866, -0.2642, -0.2848, -0.0540, -0.0613, 0.0899, 0.1397, 0.1136, 0.1338, 0.0780, 0.0851, -0.2659, -0.2721, -0.0650, -0.0684, 0.1268, 0.1269, 0.1181, 0.1128, 0.0833, 0.0554]}